No. 1
DFT (ωB97M-V with the def2-TZVPD basis set) results for 2 unconnected molecules or ions with the total composition C30H61FIN3O4Si in a non-equilibrium geometry.

Values from the calculation:
- Gap between HOMO and LUMO (spin up / spin down): 7.4069 / 7.9875 eV
- Charge: +1
- 2S+1: 2

Last columns: bonded neighbours and bond lengths (Å).
Positions of all 101 atoms, in Å:
1 C -4.95 2.05 3.68  C2 1.660, H30 1.174, H31 1.192, H32 1.177
2 C -6.11 1.99 2.49  C1 1.660, C3 1.642, H33 1.177, H34 1.170
3 C -5.86 3.25 1.47  C2 1.642, C4 1.667, H35 1.193, H36 1.178
4 C -5.55 2.76 -0.10  C3 1.667, C5 1.673, H37 1.187, H38 1.170
5 C -4.32 1.64 -0.18  C4 1.673, C6 1.647, H39 1.194, H40 1.175
6 C -3.20 2.00 -1.33  C5 1.647, C7 1.665, H41 1.175, H42 1.179
7 C -1.68 1.38 -1.00  C6 1.665, C8 1.622, H43 1.194, H44 1.161
8 C -0.46 2.42 -1.23  C7 1.622, C9 1.609, H45 1.199, H46 1.192
9 C 0.95 2.13 -0.51  C8 1.609, C10 1.627, H47 1.195, H48 1.198
10 C 1.09 2.20 1.11  C9 1.627, C11 1.687, N21 1.543, H49 1.205
11 C 0.20 3.32 2.00  C10 1.687, C12 1.674, C15 1.626, O18 1.515
12 C 1.02 4.70 2.46  C11 1.674, N13 1.478, H50 1.194, H51 1.195
13 N 0.39 5.99 2.15  C12 1.478, C14 1.492, H52 1.031
14 C 0.69 6.58 0.81  N13 1.492, H53 1.194, H54 1.186, H55 1.194
15 C -1.42 3.31 1.95  C11 1.626, C16 1.617, F17 1.516, H56 1.170
16 C -2.20 4.44 1.10  C15 1.617, H57 1.195, H58 1.194, H59 1.169
17 F -1.86 3.52 3.39  C15 1.516
18 O 0.36 2.56 3.31  C11 1.515, C19 1.467
19 C 0.73 1.14 3.28  O18 1.467, I20 2.177, N21 1.517, H60 1.194
20 I -1.13 0.16 3.83  C19 2.177
21 N 1.39 0.93 1.93  C10 1.543, C19 1.517, C22 1.455, Si26 1.842
22 C 1.35 -0.45 1.45  N21 1.455, C23 1.615, H61 1.196, H62 1.199
23 C 0.24 -1.02 0.43  C22 1.615, O24 1.364, O25 1.504
24 O -0.99 -1.49 0.80  C23 1.364
25 O 0.49 -1.24 -1.04  C23 1.504, H63 1.001
26 Si 3.16 1.06 2.44  N21 1.842, C27 1.923, C28 1.967, C29 1.931
27 C 3.54 2.55 3.59  Si26 1.923, H64 1.170, H65 1.192, H66 1.186
28 C 3.74 -0.52 3.45  Si26 1.967, H67 1.183, H68 1.176, H69 1.171
29 C 4.39 1.15 0.96  Si26 1.931, H70 1.189, H71 1.174, H72 1.175
30 H -5.05 3.04 4.31  C1 1.174
31 H -3.91 1.97 3.11  C1 1.192
32 H -4.99 1.14 4.43  C1 1.177
33 H -7.15 2.02 3.05  C2 1.177
34 H -6.00 0.95 1.96  C2 1.170
35 H -4.93 3.88 1.87  C3 1.193
36 H -6.79 3.96 1.55  C3 1.178
37 H -5.26 3.76 -0.67  C4 1.187
38 H -6.56 2.36 -0.54  C4 1.170
39 H -3.81 1.54 0.90  C5 1.194
40 H -4.84 0.62 -0.44  C5 1.175
41 H -3.55 1.56 -2.36  C6 1.175
42 H -3.03 3.15 -1.48  C6 1.179
43 H -1.54 0.50 -1.80  C7 1.194
44 H -1.77 0.86 0.04  C7 1.161
45 H -0.24 2.37 -2.40  C8 1.199
46 H -0.73 3.57 -1.06  C8 1.192
47 H 1.50 1.12 -0.85  C9 1.195
48 H 1.69 2.97 -0.94  C9 1.198
49 H 2.16 2.73 1.21  C10 1.205
50 H 2.13 4.74 2.00  C12 1.194
51 H 1.22 4.68 3.64  C12 1.195
52 H -0.56 6.17 2.52  N13 1.031
53 H 1.73 7.15 0.73  C14 1.194
54 H -0.22 7.29 0.51  C14 1.186
55 H 0.66 5.68 0.02  C14 1.194
56 H -1.88 2.26 1.67  C15 1.170
57 H -2.61 5.27 1.86  C16 1.195
58 H -3.17 4.08 0.52  C16 1.194
59 H -1.57 5.03 0.31  C16 1.169
60 H 1.43 0.84 4.20  C19 1.194
61 H 2.41 -0.77 1.00  C22 1.196
62 H 1.25 -1.15 2.42  C22 1.199
63 H -0.32 -1.66 -1.46  O25 1.001
64 H 2.72 2.77 4.40  C27 1.170
65 H 3.75 3.49 2.90  C27 1.192
66 H 4.55 2.35 4.18  C27 1.186
67 H 4.17 -1.36 2.74  C28 1.183
68 H 4.53 -0.18 4.25  C28 1.176
69 H 2.79 -0.87 4.04  C28 1.171
70 H 4.18 2.04 0.20  C29 1.189
71 H 5.47 1.32 1.39  C29 1.174
72 H 4.37 0.14 0.36  C29 1.175
73 C 2.65 -4.01 -2.33  C74 1.557, H84 1.088, H85 1.099, H86 1.097
74 C 1.59 -4.27 -3.44  C73 1.557, C75 1.559, N79 1.499, C83 1.571
75 C 0.16 -4.53 -2.87  C74 1.559, C76 1.520, H87 1.100, H88 1.097
76 C -0.11 -5.93 -2.34  C75 1.520, C77 1.524, H89 1.093, H90 1.097
77 C 0.33 -6.98 -3.35  C76 1.524, C78 1.551, H91 1.097, H92 1.098
78 C 1.81 -6.79 -3.78  C77 1.551, N79 1.507, C81 1.559, C82 1.560
79 N 2.09 -5.40 -4.29  C74 1.499, C78 1.507, O80 1.408
80 O 1.48 -5.27 -5.55  N79 1.408
81 C 2.70 -7.15 -2.55  C78 1.559, H93 1.097, H94 1.097, H95 1.090
82 C 2.20 -7.88 -4.82  C78 1.560, H96 1.095, H97 1.097, H98 1.095
83 C 1.49 -2.87 -4.15  C74 1.571, H99 1.097, H100 1.097, H101 1.096
84 H 3.35 -4.83 -2.18  C73 1.088
85 H 3.31 -3.17 -2.59  C73 1.099
86 H 2.19 -3.78 -1.36  C73 1.097
87 H -0.58 -4.35 -3.67  C75 1.100
88 H -0.08 -3.80 -2.09  C75 1.097
89 H 0.40 -6.07 -1.38  C76 1.093
90 H -1.18 -6.05 -2.14  C76 1.097
91 H 0.19 -7.98 -2.91  C77 1.097
92 H -0.33 -6.94 -4.23  C77 1.098
93 H 3.77 -7.01 -2.78  C81 1.097
94 H 2.56 -8.20 -2.26  C81 1.097
95 H 2.46 -6.58 -1.65  C81 1.090
96 H 1.56 -7.86 -5.71  C82 1.095
97 H 2.10 -8.89 -4.40  C82 1.097
98 H 3.24 -7.76 -5.14  C82 1.095
99 H 2.43 -2.60 -4.65  C83 1.097
100 H 1.27 -2.09 -3.41  C83 1.097
101 H 0.68 -2.83 -4.89  C83 1.096

No. 2
DFT (ωB97M-V with the def2-TZVPD basis set) results for a single C19H27N5O3S molecule in a non-equilibrium geometry.

Values from the calculation:
- Gap between HOMO and LUMO: 8.1868 eV

Last columns: bonded neighbours and bond lengths (Å).
Positions of all 55 atoms, in Å:
1 C -1.90 -0.28 -2.97  H2 1.087, H3 1.088, H4 1.087, C5 1.530
2 H -1.51 -1.29 -3.06  C1 1.087
3 H -2.97 -0.30 -3.18  C1 1.088
4 H -1.41 0.35 -3.71  C1 1.087
5 C -1.63 0.26 -1.57  C1 1.530, N6 1.450, H54 1.091, H55 1.094
6 N -2.26 -0.54 -0.53  C5 1.450, C7 1.379, C18 1.445
7 C -3.62 -0.50 -0.33  N6 1.379, C8 1.403, C12 1.403
8 C -4.43 0.48 -0.92  C7 1.403, C9 1.380, H17 1.077
9 C -5.78 0.54 -0.68  C8 1.380, C10 1.384, H16 1.081
10 C -6.40 -0.38 0.15  C9 1.384, C11 1.383, H15 1.079
11 C -5.63 -1.36 0.73  C10 1.383, C12 1.381, H14 1.081
12 C -4.27 -1.43 0.51  C7 1.403, C11 1.381, H13 1.078
13 H -3.71 -2.22 0.98  C12 1.078
14 H -6.09 -2.10 1.38  C11 1.081
15 H -7.47 -0.33 0.34  C10 1.079
16 H -6.37 1.32 -1.15  C9 1.081
17 H -4.00 1.22 -1.58  C8 1.077
18 C -1.45 -1.60 0.03  N6 1.445, H19 1.091, H20 1.095, C21 1.540
19 H -0.51 -1.64 -0.52  C18 1.091
20 H -1.95 -2.57 -0.07  C18 1.095
21 C -1.12 -1.34 1.50  C18 1.540, N22 1.446, H52 1.091, H53 1.093
22 N -0.34 -0.13 1.65  C21 1.446, C23 1.338, H51 1.007
23 C 0.99 -0.15 1.80  N22 1.338, O24 1.225, C25 1.532
24 O 1.61 -1.18 2.05  C23 1.225
25 C 1.68 1.22 1.84  C23 1.532, C26 1.542, C41 1.537, H50 1.097
26 C 3.17 1.06 1.48  C25 1.542, N27 1.442, H48 1.093, H49 1.091
27 N 3.42 1.32 0.08  C26 1.442, S28 1.676, C39 1.453
28 S 2.83 0.16 -0.98  N27 1.676, O29 1.446, O30 1.430, C31 1.758
29 O 1.47 -0.24 -0.68  S28 1.446
30 O 3.07 0.65 -2.31  S28 1.430
31 C 3.87 -1.21 -0.65  S28 1.758, C32 1.373, N35 1.368
32 C 5.04 -1.67 -1.21  C31 1.373, N33 1.351, H38 1.070
33 N 5.42 -2.81 -0.60  C32 1.351, C34 1.310
34 C 4.51 -3.05 0.31  N33 1.310, N35 1.346, H37 1.071
35 N 3.54 -2.12 0.32  C31 1.368, C34 1.346, H36 1.021
36 H 2.74 -2.02 0.95  N35 1.021
37 H 4.53 -3.89 0.97  C34 1.071
38 H 5.60 -1.23 -2.01  C32 1.070
39 C 3.18 2.70 -0.29  N27 1.453, C40 1.535, H46 1.096, H47 1.090
40 C 2.07 3.34 0.55  C39 1.535, C41 1.529, H44 1.090, H45 1.092
41 C 1.04 2.28 0.93  C25 1.537, C40 1.529, H42 1.092, H43 1.091
42 H 0.19 2.75 1.43  C41 1.092
43 H 0.69 1.80 0.01  C41 1.091
44 H 1.59 4.14 -0.02  C40 1.090
45 H 2.48 3.78 1.45  C40 1.092
46 H 4.12 3.26 -0.17  C39 1.096
47 H 2.92 2.70 -1.35  C39 1.090
48 H 3.79 1.75 2.05  C26 1.093
49 H 3.50 0.05 1.71  C26 1.091
50 H 1.62 1.55 2.89  C25 1.097
51 H -0.79 0.71 1.34  N22 1.007
52 H -0.52 -2.16 1.90  C21 1.091
53 H -2.03 -1.23 2.09  C21 1.093
54 H -0.56 0.26 -1.39  C5 1.091
55 H -1.98 1.30 -1.49  C5 1.094